(1)
Density functional theory data (ωB97M-V with the def2-TZVPD basis set) for a 2-piece molecular cluster, C15H34FN3OP overall in a non-equilibrium geometry.

```
55
Properties=species:S:1:pos:R:3
C -3.159 3.314 -0.422
C -2.930 4.065 -1.741
N -2.159 3.293 -2.733
P -2.994 2.215 -3.824
C -3.905 1.031 -2.739
C -5.238 1.540 -2.195
F -5.445 1.034 -0.914
C -1.583 1.069 -4.312
N -0.384 1.165 -3.515
C -0.416 0.513 -2.224
H -2.460 3.658 0.343
H -4.173 3.443 -0.040
H -3.004 2.243 -0.548
H -3.877 4.448 -2.148
H -2.326 4.950 -1.525
H -1.727 3.967 -3.361
H -3.320 0.626 -1.910
H -4.088 0.190 -3.418
H -6.077 1.204 -2.808
H -5.285 2.629 -2.127
H -1.323 1.302 -5.347
H -2.016 0.052 -4.304
H 0.436 0.932 -4.052
H -1.205 -0.254 -2.180
H -0.631 1.237 -1.427
H 0.538 0.021 -2.015
C 2.790 -3.789 2.535
C 3.124 -2.696 1.515
C 4.189 -1.693 2.027
C 3.718 -0.744 3.121
C 2.463 0.012 2.712
C 1.290 -0.912 2.323
N 1.944 -1.773 1.236
O 1.848 -1.358 0.123
C 0.781 -1.712 3.520
C 0.123 -0.172 1.696
C 3.555 -3.316 0.197
H 1.747 -4.098 2.483
H 3.396 -4.661 2.303
H 3.012 -3.493 3.557
H 4.542 -1.116 1.168
H 5.022 -2.310 2.370
H 3.559 -1.278 4.060
H 4.513 -0.024 3.316
H 2.089 0.629 3.530
H 2.675 0.678 1.871
H 0.074 -2.483 3.213
H 0.249 -1.012 4.161
H 1.563 -2.170 4.113
H 0.404 0.451 0.850
H -0.290 0.480 2.466
H -0.657 -0.864 1.378
H 2.760 -3.927 -0.232
H 4.406 -3.961 0.409
H 3.861 -2.575 -0.536
```

Charge: +1
E, a.u.: -1272.30981
LUMO level, eV: -6.01
Gap between HOMO and LUMO, eV: 3.55
Molecular weight, g/mol: 322.43

Charges obtained by natural (NBO) population analysis, quoted in units of e: -0.63, -0.23, -0.92, 0.92, -0.78, 0.05, -0.38, -0.50, -0.63, -0.41, 0.21, 0.22, 0.21, 0.17, 0.20, 0.38, 0.23, 0.24, 0.18, 0.16, 0.22, 0.18, 0.37, 0.17, 0.19, 0.18, -0.64, 0.11, -0.40, -0.42, -0.41, 0.11, 0.36, -0.13, -0.64, -0.63, -0.63, 0.24, 0.25, 0.23, 0.23, 0.25, 0.22, 0.26, 0.25, 0.23, 0.24, 0.25, 0.23, 0.25, 0.25, 0.24, 0.24, 0.25, 0.24

(2)
Density functional theory data (ωB97M-V with the def2-TZVPD basis set) for C15H34NO4PSTa as an isolated structure in a non-equilibrium geometry.

```
57
Properties=species:S:1:pos:R:3
C -4.839 0.240 3.462
C -4.481 0.839 2.480
C -3.844 1.388 1.266
Ta -2.512 -0.110 0.157
O -4.026 -1.526 0.321
C -1.669 -0.818 2.133
C -0.935 0.302 2.963
C 0.596 0.086 2.937
C -0.911 1.527 -0.097
O -0.834 2.032 -1.432
C -0.055 3.184 -1.554
C 1.457 2.925 -1.715
C 2.223 2.675 -0.374
O -1.449 -1.473 -0.985
C -0.156 -1.823 -0.512
C 0.719 -2.471 -1.606
N 1.785 -1.576 -2.109
C 3.098 -2.205 -2.180
C 4.019 -1.792 -1.016
C 3.707 -2.552 0.292
O 5.385 -2.063 -1.326
P -3.712 0.711 -2.080
S -4.064 2.674 -2.132
H -5.102 -0.478 4.198
H -3.348 2.334 1.512
H -4.684 1.673 0.610
H -4.839 -1.046 0.115
H -1.020 -1.703 2.102
H -2.534 -1.100 2.749
H -1.246 0.196 4.012
H -1.234 1.311 2.662
H 1.074 0.667 3.735
H 0.769 -0.977 3.145
H 1.047 0.325 1.969
H -1.130 2.373 0.584
H 0.075 1.137 0.219
H -0.377 3.792 -2.410
H -0.176 3.840 -0.672
H 1.895 3.830 -2.156
H 1.681 2.094 -2.391
H 3.048 3.394 -0.299
H 2.691 1.684 -0.367
H 1.591 2.820 0.505
H -0.303 -2.625 0.230
H 0.384 -1.018 0.009
H 0.102 -2.897 -2.404
H 1.222 -3.331 -1.129
H 1.840 -0.797 -1.463
H 3.050 -3.295 -2.280
H 3.595 -1.848 -3.105
H 3.881 -0.718 -0.812
H 3.164 -1.946 1.024
H 4.668 -2.809 0.748
H 3.165 -3.482 0.102
H 5.473 -1.998 -2.283
H -4.987 0.081 -2.146
H -2.938 0.343 -3.209
```

Charge: -1
E, a.u.: -1744.10424
LUMO level, eV: 2.53
Gap between HOMO and LUMO, eV: 6.60
Molecular weight, g/mol: 536.43

Charges obtained by natural (NBO) population analysis, quoted in units of e: -0.35, 0.04, -1.05, 2.42, -1.02, -0.97, -0.39, -0.61, -0.63, -0.55, -0.04, -0.43, -0.62, -0.83, -0.07, -0.23, -0.62, -0.23, 0.09, -0.64, -0.73, 0.22, -0.74, 0.22, 0.25, 0.28, 0.47, 0.21, 0.26, 0.19, 0.20, 0.20, 0.19, 0.19, 0.18, 0.17, 0.18, 0.15, 0.19, 0.21, 0.20, 0.19, 0.21, 0.17, 0.17, 0.20, 0.16, 0.35, 0.19, 0.17, 0.15, 0.22, 0.23, 0.20, 0.46, -0.03, 0.00

(3)
Density functional theory data (ωB97M-V with the def2-TZVPD basis set) for a 2-piece molecular cluster, C15H34NO8P overall in a non-equilibrium geometry.

```
59
Properties=species:S:1:pos:R:3
C 0.786 0.907 1.317
C 0.979 2.413 1.058
C 0.044 2.922 -0.009
O -1.045 3.169 0.251
O 0.517 3.131 -1.269
C 0.204 2.080 -2.202
C 1.432 1.571 -2.948
C 2.318 0.821 -1.978
O 3.623 0.667 -2.493
C 4.511 0.165 -1.510
C 5.824 0.932 -1.603
O 5.932 2.013 -0.706
C 5.971 1.629 0.651
P 4.895 -1.691 -1.774
N 4.162 -2.476 -0.398
O 3.925 -2.101 -3.053
H -0.266 0.676 1.414
H 1.252 0.303 0.557
H 1.265 0.698 2.265
H 0.854 2.958 1.978
H 2.014 2.558 0.749
H -0.469 2.501 -2.942
H -0.267 1.238 -1.698
H 1.121 0.906 -3.747
H 2.017 2.377 -3.377
H 1.873 -0.151 -1.749
H 2.367 1.437 -1.085
H 4.063 0.230 -0.516
H 6.694 0.277 -1.567
H 5.833 1.364 -2.597
H 5.161 2.142 1.167
H 5.825 0.561 0.811
H 6.900 1.914 1.139
H 3.368 -3.028 -0.721
H 3.790 -1.823 0.289
H 2.992 -2.058 -2.784
C -6.609 -3.104 2.047
O -5.499 -2.283 2.346
C -4.266 -2.975 2.443
C -3.148 -2.261 1.707
O -3.248 -2.250 0.291
C -4.275 -1.482 -0.324
C -4.139 0.021 -0.186
O -4.391 0.460 1.137
C -3.457 1.406 1.616
H -7.002 -3.566 2.958
H -7.383 -2.472 1.612
H -6.353 -3.883 1.321
H -4.355 -3.998 2.062
H -3.997 -3.027 3.506
H -2.227 -2.811 1.921
H -3.000 -1.253 2.099
H -5.261 -1.820 -0.005
H -4.198 -1.715 -1.390
H -4.877 0.499 -0.843
H -3.138 0.322 -0.516
H -2.438 1.161 1.307
H -3.495 1.392 2.706
H -3.712 2.410 1.266
```

E, a.u.: -1589.84686
LUMO level, eV: 0.19
Gap between HOMO and LUMO, eV: 8.61
Molecular weight, g/mol: 387.41
SMILES: CCC(=O)OCCCO[C@H](COC)P(N)O.COCCOCCOC

Charges obtained by natural (NBO) population analysis, quoted in units of e: -0.60, -0.52, 0.82, -0.54, -0.56, -0.06, -0.44, -0.05, -0.53, -0.24, -0.10, -0.53, -0.25, 1.19, -1.16, -0.96, 0.21, 0.20, 0.22, 0.24, 0.21, 0.20, 0.17, 0.21, 0.23, 0.14, 0.17, 0.18, 0.18, 0.22, 0.18, 0.16, 0.19, 0.38, 0.37, 0.47, -0.25, -0.55, -0.09, -0.08, -0.54, -0.08, -0.09, -0.55, -0.25, 0.17, 0.19, 0.17, 0.17, 0.18, 0.18, 0.18, 0.18, 0.18, 0.18, 0.17, 0.16, 0.19, 0.18

(4)
Density functional theory data (ωB97M-V with the def2-TZVPD basis set) for C15H35AlF3O8S2 as an isolated structure in a non-equilibrium geometry.

```
64
Properties=species:S:1:pos:R:3
C -6.156 -4.070 4.767
C -5.082 -3.331 3.992
O -4.488 -4.123 2.991
C -5.124 -4.002 1.739
C -4.932 -2.640 1.037
C -3.684 -1.852 1.445
C -3.855 -0.333 1.244
C -3.101 0.493 2.301
Al -1.075 0.369 2.239
C -0.376 1.754 0.864
O 0.987 2.284 1.093
C 1.991 1.450 0.871
F 3.151 2.173 0.783
F 2.198 0.514 1.840
F 1.902 0.767 -0.309
H -5.815 -5.057 5.063
H -6.367 -3.510 5.678
H -7.093 -4.151 4.225
H -5.484 -2.406 3.578
H -4.289 -3.037 4.678
H -4.718 -4.795 1.119
H -6.196 -4.197 1.846
H -4.861 -2.851 -0.029
H -5.832 -2.041 1.163
H -2.857 -2.189 0.828
H -3.405 -2.033 2.476
H -3.489 -0.050 0.259
H -4.923 -0.109 1.301
H -3.435 0.201 3.299
H -3.386 1.541 2.166
H -0.567 -1.108 1.806
H -0.405 0.785 3.662
H -0.465 1.446 -0.177
H -1.006 2.634 0.970
O 6.195 -3.365 -3.781
S 5.513 -3.678 -2.561
O 4.101 -3.884 -2.568
O 5.898 -2.594 -1.469
C 5.711 -1.198 -1.806
C 4.277 -0.741 -1.640
C 6.291 -5.052 -1.783
H 6.084 -1.023 -2.817
H 6.359 -0.660 -1.117
H 3.618 -1.213 -2.368
H 4.215 0.339 -1.768
H 3.907 -0.994 -0.648
H 7.362 -4.875 -1.748
H 6.067 -5.927 -2.388
H 5.877 -5.166 -0.785
O 1.991 4.689 -4.599
S 1.383 4.411 -3.329
O -0.038 4.293 -3.242
O 1.882 5.511 -2.289
C 1.745 6.892 -2.665
C 0.326 7.400 -2.497
C 2.151 3.022 -2.578
H 2.103 7.027 -3.687
H 2.422 7.428 -2.002
H -0.351 6.928 -3.207
H 0.298 8.479 -2.659
H -0.040 7.183 -1.494
H 3.228 3.155 -2.628
H 1.845 2.143 -3.140
H 1.812 2.945 -1.548
```

Charge: -1
E, a.u.: -2532.86411
LUMO level, eV: 2.16
Gap between HOMO and LUMO, eV: 7.23
Molecular weight, g/mol: 491.55

Charges obtained by natural (NBO) population analysis, quoted in units of e: -0.63, -0.07, -0.53, -0.05, -0.43, -0.41, -0.38, -0.94, 1.08, -0.58, -0.54, 1.17, -0.35, -0.33, -0.36, 0.21, 0.20, 0.20, 0.17, 0.19, 0.18, 0.15, 0.20, 0.18, 0.22, 0.21, 0.18, 0.16, 0.19, 0.20, -0.42, -0.41, 0.17, 0.18, -0.95, 2.39, -0.93, -0.73, -0.08, -0.64, -0.89, 0.19, 0.19, 0.22, 0.22, 0.24, 0.25, 0.25, 0.25, -0.96, 2.38, -0.93, -0.72, -0.08, -0.64, -0.89, 0.20, 0.19, 0.23, 0.21, 0.22, 0.25, 0.26, 0.28

Copy entry 1 word for word.
Density functional theory data (ωB97M-V with the def2-TZVPD basis set) for a 2-piece molecular cluster, C15H34FN3OP overall in a non-equilibrium geometry.

```
55
Properties=species:S:1:pos:R:3
C -3.159 3.314 -0.422
C -2.930 4.065 -1.741
N -2.159 3.293 -2.733
P -2.994 2.215 -3.824
C -3.905 1.031 -2.739
C -5.238 1.540 -2.195
F -5.445 1.034 -0.914
C -1.583 1.069 -4.312
N -0.384 1.165 -3.515
C -0.416 0.513 -2.224
H -2.460 3.658 0.343
H -4.173 3.443 -0.040
H -3.004 2.243 -0.548
H -3.877 4.448 -2.148
H -2.326 4.950 -1.525
H -1.727 3.967 -3.361
H -3.320 0.626 -1.910
H -4.088 0.190 -3.418
H -6.077 1.204 -2.808
H -5.285 2.629 -2.127
H -1.323 1.302 -5.347
H -2.016 0.052 -4.304
H 0.436 0.932 -4.052
H -1.205 -0.254 -2.180
H -0.631 1.237 -1.427
H 0.538 0.021 -2.015
C 2.790 -3.789 2.535
C 3.124 -2.696 1.515
C 4.189 -1.693 2.027
C 3.718 -0.744 3.121
C 2.463 0.012 2.712
C 1.290 -0.912 2.323
N 1.944 -1.773 1.236
O 1.848 -1.358 0.123
C 0.781 -1.712 3.520
C 0.123 -0.172 1.696
C 3.555 -3.316 0.197
H 1.747 -4.098 2.483
H 3.396 -4.661 2.303
H 3.012 -3.493 3.557
H 4.542 -1.116 1.168
H 5.022 -2.310 2.370
H 3.559 -1.278 4.060
H 4.513 -0.024 3.316
H 2.089 0.629 3.530
H 2.675 0.678 1.871
H 0.074 -2.483 3.213
H 0.249 -1.012 4.161
H 1.563 -2.170 4.113
H 0.404 0.451 0.850
H -0.290 0.480 2.466
H -0.657 -0.864 1.378
H 2.760 -3.927 -0.232
H 4.406 -3.961 0.409
H 3.861 -2.575 -0.536
```

Charge: +1
E, a.u.: -1272.30981
LUMO level, eV: -6.01
Gap between HOMO and LUMO, eV: 3.55
Molecular weight, g/mol: 322.43

Charges obtained by natural (NBO) population analysis, quoted in units of e: -0.63, -0.23, -0.92, 0.92, -0.78, 0.05, -0.38, -0.50, -0.63, -0.41, 0.21, 0.22, 0.21, 0.17, 0.20, 0.38, 0.23, 0.24, 0.18, 0.16, 0.22, 0.18, 0.37, 0.17, 0.19, 0.18, -0.64, 0.11, -0.40, -0.42, -0.41, 0.11, 0.36, -0.13, -0.64, -0.63, -0.63, 0.24, 0.25, 0.23, 0.23, 0.25, 0.22, 0.26, 0.25, 0.23, 0.24, 0.25, 0.23, 0.25, 0.25, 0.24, 0.24, 0.25, 0.24